DFT (the ωB97M-V functional and the def2-TZVPD basis) results for a structure of composition C2HN3O4 in a non-equilibrium geometry.

```
10
Properties=species:S:1:pos:R:3:forces:R:3:mulliken_charge:R:1
C 0.35057 -0.02423 0.04058 0.1 0.4 0.2 0.04
C -0.80980 0.00860 -0.20110 -6.7 -0.2 0.1 -0.36
N -2.72902 0.03497 -0.20769 7.8 -0.7 -0.9 -0.25
N -3.30310 -1.23979 -0.00368 0.7 -1.4 0.2 1.15
N -3.19844 1.31086 -0.00993 -0.8 -0.6 0.1 1.25
O -2.47014 -2.11510 -0.01119 -0.1 0.4 0.0 -0.55
O -2.39028 2.17105 0.03765 0.8 0.9 0.1 -0.56
O -4.47930 -1.36254 0.09605 -0.6 0.6 0.1 -0.54
O -4.38435 1.34172 0.02536 -1.7 0.8 0.3 -0.58
H 1.35125 0.16513 0.30273 0.6 -0.2 -0.1 0.41
```
Positions in Å, forces in eV/Å.

Values from the calculation:
HOMO energy in eV: -11.52
F_max in eV Å⁻¹: 7.92
Net charge: 0
Multiplicity: 1
Energy above the lowest of the compared OMol25 structures with the same formula, charge and spin in eV: 10.031
Kohn-Sham gap in eV: 9.96